{
  "formula": "C56H48MoN7P",
  "method": "ωB97M-V with the def2-TZVPD basis set",
  "species": ["Mo", "C", "N", "C", "N", "C", "C", "C", "C", "C", "C", "C", "C", "C", "C", "C", "C", "C", "C", "P", "C", "N", "C", "C", "N", "C", "C", "C", "C", "C", "C", "C", "C", "C", "C", "C", "C", "C", "C", "N", "C", "C", "N", "C", "C", "C", "C", "C", "C", "C", "C", "C", "C", "C", "C", "C", "H", "H", "H", "H", "H", "H", "H", "H", "H", "H", "H", "H", "H", "H", "H", "H", "H", "H", "H", "H", "H", "H", "H", "H", "H", "H", "H", "H", "H", "H", "H", "H", "H", "H", "H", "H", "H", "H", "H", "C", "C", "C", "C", "C", "C", "C", "C", "N", "H", "H", "H", "H", "H", "H", "H", "H", "H"],
  "positions_angstrom": [[0.47742, -0.11847, 0.33706], [-2.35590, 1.07899, -4.28682], [-1.19766, 0.70093, -3.52701], [-1.11144, 0.73448, -2.17911], [0.07297, 0.24729, -1.77839], [0.75523, -0.11189, -2.91224], [-0.04034, 0.16930, -4.01288], [0.17503, -0.08820, -5.43161], [0.57375, -1.35829, -5.84501], [0.75021, -1.61744, -7.19029], [0.53076, -0.61675, -8.12511], [0.14406, 0.64935, -7.71592], [-0.04135, 0.91616, -6.37299], [2.11377, -0.65557, -2.95347], [2.53261, -1.63604, -2.05463], [3.79261, -2.19684, -2.17368], [4.65298, -1.78086, -3.17659], [4.24676, -0.80095, -4.06844], [2.98407, -0.24850, -3.96837], [-2.37351, 1.57063, -1.16030], [-1.19104, 2.45793, -0.11917], [-0.08395, 1.86510, 0.32989], [0.69759, 2.85133, 0.86697], [0.04468, 4.07090, 0.74397], [-1.13928, 3.79818, 0.11760], [-2.17488, 4.72140, -0.24280], [0.50468, 5.39594, 1.14051], [-0.32873, 6.29262, 1.80637], [0.16369, 7.51450, 2.22962], [1.48718, 7.85443, 2.00260], [2.31680, 6.97506, 1.32220], [1.82962, 5.75820, 0.88455], [2.02660, 2.46031, 1.29718], [2.76113, 3.15961, 2.25460], [4.07497, 2.81242, 2.50037], [4.68269, 1.79479, 1.77647], [3.94577, 1.05143, 0.86821], [2.59874, 1.33456, 0.67229], [-2.55442, 0.16767, 0.00034], [-1.56860, -0.46147, 0.66159], [-2.18224, -1.27909, 1.57762], [-3.55787, -1.14886, 1.45039], [-3.75903, -0.23123, 0.45768], [-5.01470, 0.29358, -0.00096], [-4.63982, -1.68870, 2.26142], [-5.86307, -2.06376, 1.70622], [-6.89124, -2.49844, 2.52209], [-6.70744, -2.58602, 3.89161], [-5.48680, -2.23343, 4.44753], [-4.46095, -1.77782, 3.64262], [-1.41470, -2.05926, 2.54410], [-0.33088, -1.46988, 3.19761], [0.39740, -2.19312, 4.12545], [0.05729, -3.50813, 4.40475], [-1.02649, -4.09439, 3.77199], [-1.76752, -3.37123, 2.85686], [-3.26006, 0.79768, -3.74596], [-2.36634, 2.15560, -4.46173], [-2.33460, 0.56857, -5.24751], [0.73163, -2.12703, -5.10250], [1.05396, -2.60262, -7.50972], [0.65677, -0.82689, -9.17480], [-0.02130, 1.42857, -8.44198], [-0.31956, 1.90845, -6.04871], [1.84520, -2.00795, -1.30598], [4.08752, -2.98068, -1.49294], [5.62712, -2.23211, -3.27673], [4.90808, -0.48164, -4.85892], [2.66692, 0.48927, -4.68920], [-1.76003, 5.72300, -0.33620], [-2.60478, 4.41863, -1.19794], [-2.96970, 4.72552, 0.50637], [-1.34967, 6.02537, 2.02960], [-0.48713, 8.20307, 2.74389], [1.87591, 8.79537, 2.36208], [3.34802, 7.23686, 1.13567], [2.47199, 5.08076, 0.33953], [2.28678, 3.96644, 2.79287], [4.63454, 3.36099, 3.23916], [5.72483, 1.57525, 1.94123], [4.40963, 0.26380, 0.29347], [2.05165, 0.77771, -0.16208], [-5.72216, 0.30879, 0.82823], [-4.86372, 1.30877, -0.37442], [-5.41843, -0.32052, -0.80894], [-6.01287, -2.04579, 0.63870], [-7.84158, -2.76433, 2.08675], [-7.50999, -2.93770, 4.52228], [-5.34057, -2.30685, 5.51371], [-3.52317, -1.46827, 4.07804], [-0.08263, -0.41700, 3.00399], [1.22823, -1.73173, 4.63690], [0.62659, -4.07046, 5.12739], [-1.30078, -5.11532, 3.99196], [-2.62588, -3.81751, 2.38098], [-0.10829, -4.13044, -0.00389], [1.06924, -4.05128, 0.92139], [1.60268, -5.21368, 1.44608], [2.70764, -5.19780, 2.28008], [3.27787, -3.98566, 2.62642], [2.75626, -2.79184, 2.17006], [3.40034, -1.51010, 2.59494], [1.64796, -2.80378, 1.28082], [1.13796, -1.67190, 0.80836], [-0.95977, -4.55057, 0.52689], [0.11840, -4.79159, -0.83855], [-0.39674, -3.14949, -0.39433], [1.14584, -6.15581, 1.19022], [3.11166, -6.12412, 2.65654], [4.13025, -3.95838, 3.28631], [3.61429, -1.53512, 3.66207], [2.74669, -0.65853, 2.38181], [4.35011, -1.38642, 2.07374]],
  "forces_ev_per_angstrom": [[0.9017, -2.1852, 1.3279], [-0.6603, 0.3101, -0.4237], [0.5023, -0.1747, 0.7650], [0.0051, 0.3745, -0.0642], [-0.3107, -0.7260, -0.2680], [-0.2034, 0.1960, -0.4741], [0.3169, -0.1992, 0.3453], [-0.0599, -0.0742, -0.2657], [-0.1058, 0.1701, 0.0630], [0.0292, -0.0550, -0.0255], [0.0058, -0.0158, -0.0046], [-0.0588, 0.0021, -0.1043], [0.2041, -0.1371, 0.1192], [0.2447, -0.1998, 0.0278], [-0.2204, -0.0051, -0.1857], [0.0818, -0.0197, 0.0896], [-0.0289, -0.0182, 0.0603], [-0.0049, -0.0090, -0.0575], [-0.0438, 0.0423, 0.1853], [0.3159, -0.9297, 0.1580], [0.1618, 0.4218, -0.0571], [-0.8966, 2.7838, 0.4245], [-0.3507, 0.3619, -0.0018], [0.6636, -0.5598, 0.2860], [0.3529, -1.5638, -0.0176], [-0.7050, 0.5717, -0.3121], [0.1121, 0.4442, 0.0445], [0.1436, -0.1088, 0.0307], [-0.0136, 0.1210, 0.0117], [0.0035, -0.0646, 0.0111], [0.0624, 0.0033, -0.0053], [-0.1795, 0.0201, -0.1236], [0.5074, -0.2356, 0.1410], [-0.2424, -0.2498, -0.1904], [0.0463, -0.0412, -0.0466], [-0.1457, 0.0591, 0.0271], [-0.2694, -0.1596, -0.2213], [-0.2107, 0.3931, 0.0459], [-0.0513, 0.2682, -0.0021], [-1.3591, 0.0966, -0.6236], [-0.3860, -0.0557, 0.0318], [0.5766, -0.0935, 0.1038], [0.8937, -0.0480, 0.0383], [-0.7370, 0.3475, -0.2158], [-0.2825, -0.1550, 0.2686], [0.1579, -0.1181, 0.0987], [-0.1072, -0.0170, 0.0259], [0.0266, -0.0386, -0.0002], [-0.0398, -0.0519, 0.0622], [-0.0989, 0.1096, -0.0965], [0.1083, -0.0841, 0.2383], [-0.2480, 0.1582, 0.0488], [0.0319, 0.0742, 0.0664], [-0.0081, 0.0721, 0.0244], [-0.0514, -0.0113, -0.0018], [0.0811, 0.2044, -0.0930], [0.0805, 0.0000, -0.1061], [-0.0388, -0.0376, -0.0457], [-0.0422, 0.0051, 0.0984], [0.0389, -0.1020, 0.0088], [0.0163, -0.0720, -0.0491], [0.0436, -0.0121, -0.1304], [0.0011, 0.0845, -0.1186], [-0.0319, 0.1104, -0.0027], [0.0972, -0.0146, -0.1529], [0.0626, -0.0897, 0.0867], [0.1233, -0.0408, 0.0065], [0.0669, 0.0424, -0.0667], [-0.0159, 0.1245, -0.0176], [-0.0175, -0.0911, -0.0199], [0.0325, 0.0914, 0.0514], [0.1127, 0.0656, -0.0190], [-0.1372, -0.0297, 0.0599], [-0.0768, 0.0614, 0.0941], [-0.0062, 0.0812, -0.0198], [0.0465, 0.0298, -0.0384], [0.0439, -0.0017, -0.0173], [0.0696, 0.0705, 0.0257], [0.1264, 0.0552, 0.1190], [0.1345, -0.0591, -0.0499], [0.0218, -0.1324, 0.0341], [1.1381, 0.7031, -0.3753], [0.0687, 0.0636, -0.1417], [-0.1206, -0.1723, 0.1024], [-0.0131, 0.0664, 0.0960], [-0.0036, -0.0065, -0.1299], [-0.0809, -0.0882, -0.0510], [-0.0538, 0.0032, 0.0501], [0.0236, 0.0191, 0.1118], [0.0595, 0.0032, 0.0808], [-0.0731, -0.1937, 0.1319], [0.0717, 0.0510, 0.0532], [0.0947, -0.0547, 0.0764], [-0.0021, -0.0728, 0.0421], [-0.1077, -0.0885, -0.1153], [-0.0111, 0.1509, -0.0594], [-0.0029, 0.6403, -0.1314], [0.1206, -0.0862, 0.0363], [-0.1511, 0.1304, -0.1123], [-0.0720, -0.1115, 0.0584], [-0.1880, 0.1523, -0.3572], [-0.2966, 0.0207, 0.0262], [1.2561, -2.4061, 1.1807], [-1.2013, 2.3764, -1.7951], [-0.1256, -0.0366, -0.0277], [-0.0235, -0.0190, -0.0881], [0.0318, -0.1850, 0.0416], [-0.0861, -0.1693, -0.0960], [0.0606, -0.0851, 0.0585], [0.1511, -0.0114, 0.1075], [0.0428, 0.0422, 0.0598], [0.3100, -0.1310, 0.1471], [-0.0253, 0.1551, -0.0001]],
  "mulliken_charge": [-0.8059, -1.0215, 0.2396, -0.8714, 1.1346, -0.6019, 0.8586, -0.0847, -0.0247, -0.8569, -0.4517, -0.8604, -0.3516, 0.2138, 0.2030, -0.4194, -0.6842, -0.8649, -0.5259, -0.5130, -0.7659, 0.6011, -0.8828, 1.0724, 0.3465, -1.0011, 0.3176, -0.4883, -0.7587, -0.4904, -0.8229, -0.4304, 1.0550, -0.3882, -0.9545, -0.5417, -0.5327, 0.1436, -0.8870, 0.8463, -1.1934, 0.9241, 0.2431, -1.1604, 0.4324, -0.5526, -0.7651, -0.5213, -0.8856, -0.3278, 1.2195, -0.8321, -0.5597, -0.7209, -1.1076, -0.0922, 0.3854, 0.3199, 0.4843, 0.4996, 0.4487, 0.4372, 0.4311, 0.4964, 0.0740, 0.5588, 0.4564, 0.4538, 0.5955, 0.5052, 0.3814, 0.3111, 0.5021, 0.4227, 0.4294, 0.4490, 0.6458, 0.7341, 0.4842, 0.4823, 0.7859, 0.1520, 0.5133, 0.4236, 0.3074, 0.4959, 0.4232, 0.4235, 0.4369, 0.6007, 0.5948, 0.5456, 0.4997, 0.4563, 0.7146, -1.6544, 1.1760, -0.8143, -0.9384, -0.7595, 0.7540, -1.8171, 0.8327, 0.1625, 0.4495, 0.5549, -0.0874, 0.5333, 0.4454, 0.5154, 0.5463, -0.0181, 0.5077],
  "spin_multiplicity": 1,
  "gap_ev": [6.6, 6.6],
  "total_charge": 2,
  "e_lumo_ev": [-5.96, -5.92],
  "relative_energy_kcal_mol": 24.37,
  "total_energy_ha": -2955.23401
}